1.
66
Properties=species:S:1:pos:R:3:forces:R:3:lowdin_charge:R:1 method="wB97M-V/def2-TZVPD" lumo_ha=-0.0880 total_charge=+1 homo_lumo_gap_ev=8.96 e_homo_ev=-11.35 spin_multiplicity=1
C -4.75980 -0.36364 4.12862 0.459 -0.234 -0.462 -0.04
O -4.12980 -0.99881 2.97979 0.763 -0.358 0.600 -0.08
C -2.80145 -1.32305 3.07920 -0.095 0.701 0.416 -0.24
C -2.14616 -1.79570 1.92718 -0.416 0.337 0.421 0.02
C -0.77357 -1.97863 1.92020 0.008 -0.750 0.052 -0.06
C -0.00860 -1.81733 3.09466 -0.348 0.366 0.598 -0.31
P 1.81244 -1.90492 3.10340 -1.268 0.815 -2.317 1.12
C 2.09011 -2.54701 1.41996 -0.305 -0.737 -0.113 -0.31
C 2.24835 -1.71130 0.29425 0.725 0.161 0.191 -0.06
C 2.35895 -2.23568 -0.98085 -0.161 -0.718 -0.322 0.02
C 2.19423 -3.61747 -1.20178 -0.529 -0.530 -0.029 -0.24
O 2.18469 -4.07283 -2.49414 0.209 -0.229 0.954 -0.08
C 1.89976 -5.48589 -2.70965 0.034 0.663 0.258 -0.04
C 1.93246 -4.45126 -0.09221 0.049 -0.039 -0.629 0.00
C 1.83192 -3.90661 1.17383 0.664 0.267 0.331 -0.08
C 2.19669 -0.15214 2.84023 0.849 0.105 -0.080 -0.32
C 3.54664 0.20711 2.72683 -0.064 0.073 0.613 -0.10
C 3.93841 1.49287 2.39341 -0.226 0.570 -0.150 0.00
C 2.96038 2.46199 2.07543 0.704 -0.079 -0.504 -0.24
O 3.26726 3.71049 1.60142 0.210 -0.735 0.625 -0.08
C 4.66950 4.04493 1.40385 -0.592 -0.372 0.079 -0.04
C 1.60302 2.09281 2.12530 0.574 0.274 -0.186 0.02
C 1.23361 0.79471 2.43109 -0.212 0.115 0.731 -0.05
C -0.66244 -1.27150 4.21091 0.128 -0.762 0.178 -0.09
C -2.03415 -1.08469 4.24195 -0.493 0.033 -0.349 0.00
H -5.79966 -0.20485 3.82657 0.342 -0.055 0.178 0.10
H -4.69148 -0.99565 5.02441 -0.188 0.023 -0.311 0.09
H -4.25932 0.59008 4.34352 -0.201 -0.133 -0.130 0.10
H -2.75893 -1.99116 1.05305 0.231 0.141 -0.042 0.13
H -0.32693 -2.27970 0.97353 0.011 -0.060 0.361 0.11
H 2.32459 -0.62790 0.38389 0.099 -0.314 0.163 0.11
H 2.56627 -1.61598 -1.84723 -0.182 0.093 0.176 0.13
H 1.93502 -5.61916 -3.79564 -0.001 -0.011 0.397 0.10
H 2.63447 -6.12592 -2.20177 -0.034 0.231 -0.277 0.09
H 0.90436 -5.72505 -2.31223 0.149 0.067 -0.237 0.10
H 1.82166 -5.52877 -0.22295 -0.137 0.416 0.074 0.11
H 1.58231 -4.55582 2.00492 0.078 -0.084 -0.041 0.10
H 4.30115 -0.54461 2.94229 -0.030 0.256 -0.051 0.06
H 4.99523 1.75373 2.39238 -0.282 -0.169 -0.151 0.11
H 4.66185 5.07597 1.03685 0.083 -0.353 0.155 0.10
H 5.24177 3.95119 2.33672 -0.242 0.223 -0.152 0.09
H 5.10890 3.36346 0.66378 -0.111 0.233 0.038 0.10
H 0.87270 2.86233 1.89748 -0.039 -0.240 -0.133 0.13
H 0.17073 0.56177 2.37569 0.317 -0.071 0.193 0.11
H -0.07615 -1.02564 5.09162 -0.196 -0.060 -0.024 0.07
H -2.51895 -0.76331 5.16276 0.259 0.100 -0.307 0.11
C 1.02917 -6.75960 4.48982 -0.057 0.125 -0.196 -0.08
C 0.50281 -5.80437 5.36154 -0.120 -0.168 0.241 -0.06
C 1.16668 -4.59164 5.58112 -0.857 -0.453 -0.741 -0.07
C 2.27607 -4.28623 4.79844 0.056 0.447 -0.354 -0.33
C 2.68111 -2.80655 4.54624 0.292 -1.086 0.633 -0.95
S 4.46333 -2.76026 4.30101 0.818 0.197 -0.870 0.94
C 5.02580 -2.00940 5.83087 0.214 0.327 0.459 -0.47
C 3.88446 -1.23485 6.46878 0.413 1.321 0.092 -0.50
S 2.28426 -1.86380 6.00229 -0.880 0.374 1.031 0.94
C 2.95352 -5.32240 4.15172 -0.713 -0.386 -0.790 -0.09
C 2.28666 -6.53379 3.92678 0.161 -0.169 0.106 -0.07
H 0.45807 -7.66216 4.23269 0.334 0.440 0.243 0.11
H -0.47324 -5.98046 5.83211 0.574 0.041 -0.033 0.12
H 0.75730 -3.88109 6.28936 -0.116 0.054 -0.302 0.08
H 5.46477 -2.70851 6.55864 -0.346 -0.146 -0.537 0.09
H 5.82200 -1.31668 5.53458 -0.116 -0.118 0.115 0.08
H 3.99376 -1.24915 7.56734 -0.311 -0.042 -0.473 0.10
H 3.86035 -0.18408 6.13726 0.435 -0.340 0.212 0.08
H 3.94342 -5.17411 3.73277 -0.297 0.088 -0.175 0.08
H 2.72697 -7.28134 3.25099 -0.078 0.321 0.550 0.12

2.
70
Properties=species:S:1:pos:R:3:forces:R:3:lowdin_charge:R:1 method="wB97M-V/def2-TZVPD" lumo_ha=-0.1081 total_charge=+1 homo_lumo_gap_ev=7.01 e_homo_ev=-9.95 spin_multiplicity=1
Au -0.23994 -0.73795 0.42639 -0.239 0.013 0.172 0.83
C 2.51357 2.37697 4.21630 -0.002 -0.002 -0.004 -0.02
C 2.71695 1.29774 5.24340 0.011 0.017 0.009 -0.22
C 3.80598 1.32639 6.10952 -0.015 0.017 0.007 -0.04
C 3.99862 0.33575 7.06097 -0.012 -0.009 -0.001 -0.06
C 3.09895 -0.71481 7.16790 0.011 0.005 0.005 -0.07
C 2.01407 -0.77156 6.30764 -0.011 0.001 -0.017 -0.01
C 1.82932 0.22430 5.35754 0.035 -0.005 0.005 -0.22
N 0.70493 0.14151 4.47453 -0.069 -0.050 -0.043 0.15
C 0.81800 -0.11802 3.14967 0.206 0.050 0.045 -0.37
N 1.99746 -0.66119 2.77189 -0.081 -0.044 0.059 0.16
C 2.57559 -0.63744 1.48496 0.029 -0.019 -0.045 -0.23
C 1.79784 -0.66688 0.33834 0.075 -0.032 -0.015 -0.27
C 2.43334 -0.56462 -0.89834 0.063 -0.009 0.019 -0.15
C 3.81447 -0.50688 -0.97998 -0.003 0.010 0.011 -0.08
C 4.57670 -0.54819 0.17838 0.006 0.016 -0.007 -0.04
C 3.97747 -0.59927 1.42627 -0.006 0.002 0.011 -0.21
C 4.80914 -0.60909 2.68167 0.004 -0.004 0.002 -0.03
N -0.16231 0.13951 2.31322 -0.061 -0.162 -0.198 0.00
C -1.33847 0.73601 2.88443 -0.050 0.020 -0.031 -0.32
C -1.47311 2.11615 2.84332 -0.029 -0.019 -0.114 -0.03
C -2.58584 2.72206 3.40489 -0.019 0.016 -0.015 -0.07
C -3.55745 1.93954 4.00968 0.004 -0.003 0.007 -0.07
C -3.40832 0.56086 4.05861 0.013 0.008 -0.003 -0.03
C -2.29998 -0.06996 3.50281 0.014 0.019 0.016 -0.26
C -2.14999 -1.56298 3.55692 0.018 -0.008 -0.002 -0.05
H 3.04883 3.28063 4.50145 0.010 -0.004 -0.009 0.09
H 1.45813 2.62480 4.10088 0.002 0.013 0.012 0.08
H 2.88440 2.06953 3.23334 -0.013 -0.010 -0.003 0.08
H 4.50581 2.15060 6.04372 0.000 0.000 0.000 0.12
H 4.84989 0.38951 7.72641 0.000 0.000 0.000 0.11
H 3.24010 -1.48438 7.91437 0.000 0.000 -0.002 0.11
H 1.29907 -1.58290 6.36402 0.002 0.000 0.001 0.12
H -0.19593 0.46768 4.79291 0.006 0.022 -0.004 0.15
H 2.64539 -0.79240 3.53415 -0.012 -0.014 0.008 0.11
H 1.85127 -0.53276 -1.80918 0.000 0.007 0.009 0.07
H 4.29734 -0.42860 -1.94520 -0.004 -0.002 -0.001 0.11
H 5.65749 -0.51462 0.11683 -0.001 -0.003 0.000 0.12
H 5.86774 -0.56065 2.43584 -0.002 -0.002 -0.002 0.09
H 4.65584 -1.52041 3.26884 0.001 0.002 -0.003 0.09
H 4.58324 0.24110 3.33073 0.002 0.001 0.001 0.07
H -0.70644 2.70492 2.35639 0.026 0.007 -0.046 0.12
H -2.69201 3.79795 3.36464 -0.005 -0.005 0.004 0.11
H -4.43234 2.40129 4.44776 0.002 0.000 0.001 0.11
H -4.16968 -0.04481 4.53469 -0.001 0.000 -0.001 0.12
H -2.94982 -2.00761 4.14630 -0.003 0.004 -0.003 0.09
H -1.19726 -1.86257 3.99972 -0.001 -0.001 0.005 0.07
H -2.19149 -1.98850 2.55154 -0.002 0.003 0.011 0.04
S -2.64152 -0.54548 0.21838 0.017 0.004 0.093 0.59
C -2.51750 1.09357 -0.41565 -0.009 -0.026 -0.137 -0.73
C -3.63639 1.92821 -0.47830 -0.006 -0.063 0.091 -0.10
C -3.48267 3.19778 -0.99226 0.037 0.046 -0.041 -0.07
C -2.22966 3.60979 -1.43944 -0.060 0.002 -0.031 -0.07
C -1.18526 2.71241 -1.35451 -0.003 -0.001 0.056 -0.15
N -1.31873 1.47998 -0.85708 0.120 -0.021 0.107 -0.01
H -4.59205 1.57454 -0.11676 -0.003 0.013 0.010 0.10
H -4.33106 3.86778 -1.04781 -0.003 -0.004 0.002 0.11
H -2.07323 4.59539 -1.85409 -0.005 0.001 0.008 0.10
H -0.19173 2.97921 -1.69801 -0.011 -0.003 0.012 0.11
S -0.37174 -2.06954 -1.47949 0.144 0.001 0.021 0.68
C 0.46257 -3.48104 -1.05370 -0.189 0.156 0.014 -1.01
N 0.71832 -4.42790 -1.93884 -0.056 -0.088 -0.065 -0.04
C 1.50713 -5.57024 -1.48157 0.031 -0.010 -0.003 -0.19
C 1.27413 -5.64200 0.02217 0.042 0.029 -0.002 -0.38
S 0.96588 -3.91885 0.54011 0.070 0.073 0.009 0.98
H 0.51155 -4.28346 -2.91640 0.008 0.022 0.004 0.15
H 2.56070 -5.39937 -1.71317 -0.002 0.010 0.001 0.13
H 1.17685 -6.47722 -1.98359 -0.001 0.003 -0.001 0.13
H 2.14583 -6.01983 0.54908 -0.010 -0.015 0.007 0.09
H 0.40480 -6.24543 0.27554 -0.015 0.025 -0.004 0.09